Below is 14 unconnected molecules or ions with the total composition C102H222N10O14, with properties calculated with wB97M-V/def2-TZVPD.

## Properties
Strongest force on any atom, eV/A: 5.3
Charge: 0
E_LUMO, eV: 0.10
Frontier orbital gap, Eh: 0.2863
HOMO level, eV: -7.689
ΔE to the lowest compared entry with this formula, charge and spin, kJ/mol: 1423.45

Positions of all 348 atoms, in Å:
C (0.17, -6.11, 4.91)
C (0.95, -6.94, 3.82)
C (1.85, -8.04, 4.42)
O (-0.14, -7.41, 3.00)
H (-0.41, -5.33, 4.41)
H (0.78, -5.56, 5.63)
H (-0.42, -6.73, 5.58)
H (1.60, -6.16, 3.45)
H (1.31, -8.86, 4.90)
H (2.65, -7.64, 5.03)
H (2.37, -8.50, 3.58)
H (-0.48, -8.17, 3.48)
C (5.65, 0.99, 1.76)
C (6.95, 1.69, 2.29)
C (8.23, 1.23, 1.62)
O (6.83, 3.08, 2.27)
H (5.83, -0.08, 1.83)
H (5.51, 1.25, 0.71)
H (4.82, 1.33, 2.38)
H (7.01, 1.37, 3.33)
H (9.02, 1.79, 2.12)
H (8.11, 1.60, 0.61)
H (8.43, 0.16, 1.69)
H (7.55, 3.43, 2.79)
C (-4.93, -6.83, 2.84)
C (-3.91, -5.80, 3.59)
C (-3.64, -4.61, 2.84)
O (-4.59, -5.52, 4.82)
H (-4.53, -7.12, 1.87)
H (-5.71, -6.16, 2.47)
H (-5.28, -7.62, 3.51)
H (-3.01, -6.35, 3.86)
H (-2.60, -4.38, 2.64)
H (-3.97, -3.69, 3.32)
H (-3.93, -4.81, 1.81)
H (-5.33, -4.94, 4.61)
C (-5.75, -0.12, 7.17)
C (-5.35, -1.22, 6.21)
C (-5.12, -2.72, 6.70)
O (-6.34, -1.30, 5.26)
H (-5.40, -0.40, 8.16)
H (-6.84, -0.15, 7.24)
H (-5.41, 0.91, 7.00)
H (-4.59, -0.76, 5.57)
H (-6.04, -3.28, 6.89)
H (-4.65, -2.81, 7.69)
H (-4.44, -3.19, 5.99)
H (-6.60, -0.41, 4.99)
C (-2.95, 4.34, -10.62)
C (-3.84, 3.83, -9.35)
C (-4.04, 2.34, -9.69)
C (-4.70, 1.50, -8.59)
C (-3.84, 1.75, -7.29)
C (-3.73, 3.23, -6.88)
N (-3.15, 4.03, -8.08)
O (-2.74, 5.30, -7.73)
C (-5.13, 3.66, -6.39)
C (-2.61, 3.18, -5.87)
C (-5.19, 4.53, -9.37)
H (-2.53, 5.33, -10.42)
H (-3.53, 4.51, -11.53)
H (-2.32, 3.55, -11.02)
H (-4.66, 2.27, -10.58)
H (-3.11, 1.78, -9.75)
H (-4.82, 0.44, -8.81)
H (-5.77, 1.64, -8.45)
H (-2.96, 1.10, -7.23)
H (-4.39, 1.38, -6.42)
H (-5.03, 4.73, -6.24)
H (-5.98, 3.48, -7.04)
H (-5.33, 3.25, -5.40)
H (-2.91, 2.65, -4.96)
H (-1.74, 2.65, -6.26)
H (-2.35, 4.19, -5.58)
H (-6.01, 3.95, -8.96)
H (-5.38, 4.86, -10.39)
H (-5.34, 5.42, -8.75)
H (-1.78, 5.22, -7.67)
C (-2.97, -0.24, -4.20)
C (-3.74, -1.53, -4.30)
C (-2.57, -2.57, -3.94)
C (-2.94, -4.00, -3.55)
C (-3.83, -3.87, -2.27)
C (-5.08, -2.98, -2.60)
N (-4.74, -1.72, -3.33)
O (-5.86, -0.87, -3.49)
C (-6.11, -3.78, -3.38)
C (-5.73, -2.60, -1.26)
C (-4.27, -1.79, -5.74)
H (-2.11, -0.15, -4.87)
H (-2.71, 0.00, -3.17)
H (-3.74, 0.48, -4.45)
H (-2.17, -2.78, -4.93)
H (-1.73, -2.22, -3.34)
H (-2.10, -4.63, -3.28)
H (-3.49, -4.49, -4.36)
H (-3.35, -3.34, -1.44)
H (-4.06, -4.91, -2.08)
H (-5.65, -4.24, -4.25)
H (-6.64, -4.57, -2.85)
H (-6.88, -3.12, -3.81)
H (-5.42, -1.65, -0.83)
H (-6.76, -2.38, -1.55)
H (-5.64, -3.36, -0.49)
H (-5.05, -1.10, -6.07)
H (-4.69, -2.80, -5.76)
H (-3.46, -1.84, -6.47)
H (-5.63, -0.15, -2.91)
C (4.72, -0.97, 7.66)
C (4.52, -0.46, 6.27)
C (4.60, -1.63, 5.25)
C (3.38, -2.49, 5.47)
C (2.18, -1.70, 5.17)
C (1.94, -0.46, 6.07)
N (3.28, 0.24, 6.26)
O (3.12, 1.40, 6.99)
C (0.85, 0.39, 5.39)
C (1.45, -1.00, 7.48)
C (5.63, 0.47, 5.85)
H (4.82, -0.21, 8.43)
H (5.62, -1.59, 7.69)
H (3.99, -1.68, 8.05)
H (4.44, -1.07, 4.33)
H (5.56, -2.14, 5.24)
H (3.32, -3.07, 6.39)
H (3.26, -3.42, 4.92)
H (1.41, -2.46, 5.33)
H (2.16, -1.39, 4.13)
H (0.58, 1.14, 6.14)
H (1.19, 0.84, 4.46)
H (0.07, -0.35, 5.19)
H (0.48, -0.52, 7.59)
H (1.15, -2.05, 7.49)
H (2.15, -0.79, 8.29)
H (5.70, 1.07, 6.76)
H (5.30, 1.09, 5.02)
H (6.58, -0.04, 5.73)
H (2.65, 1.88, 6.30)
C (-0.47, -6.39, -1.97)
C (0.99, -6.32, -2.48)
C (1.32, -7.80, -2.86)
C (2.60, -7.91, -3.71)
C (2.66, -7.01, -4.87)
C (2.29, -5.52, -4.61)
N (1.11, -5.53, -3.71)
O (0.49, -4.25, -3.60)
C (3.39, -4.67, -3.94)
C (2.02, -4.77, -5.98)
C (1.87, -5.93, -1.21)
H (-1.13, -6.81, -2.73)
H (-0.77, -5.38, -1.68)
H (-0.59, -7.00, -1.08)
H (1.44, -8.56, -2.09)
H (0.44, -8.31, -3.26)
H (2.70, -8.91, -4.13)
H (3.48, -7.68, -3.11)
H (1.95, -7.41, -5.59)
H (3.61, -6.86, -5.38)
H (4.39, -5.02, -4.19)
H (3.32, -3.58, -4.01)
H (3.36, -4.84, -2.86)
H (1.45, -5.38, -6.69)
H (1.56, -3.79, -5.94)
H (2.98, -4.59, -6.46)
H (1.30, -6.03, -0.28)
H (2.02, -4.85, -1.25)
H (2.83, -6.43, -1.09)
H (-0.18, -4.27, -4.29)
C (0.93, 0.19, -5.08)
C (2.03, 1.26, -5.25)
C (1.38, 2.67, -5.36)
C (2.17, 3.76, -4.86)
C (2.75, 3.46, -3.40)
C (3.75, 2.26, -3.44)
N (2.95, 1.14, -4.05)
O (3.47, -0.16, -3.96)
C (4.97, 2.72, -4.32)
C (3.91, 1.89, -1.98)
C (2.89, 1.04, -6.50)
H (1.33, -0.83, -5.06)
H (0.19, 0.20, -5.88)
H (0.61, 0.44, -4.07)
H (1.18, 2.83, -6.42)
H (0.39, 2.62, -4.92)
H (1.46, 4.57, -4.66)
H (2.87, 4.16, -5.59)
H (1.91, 3.41, -2.71)
H (3.36, 4.36, -3.29)
H (5.58, 3.18, -3.54)
H (5.48, 1.92, -4.86)
H (4.67, 3.48, -5.04)
H (4.71, 1.19, -1.76)
H (4.10, 2.77, -1.36)
H (2.94, 1.51, -1.65)
H (2.50, 1.44, -7.44)
H (3.04, -0.03, -6.70)
H (3.87, 1.50, -6.40)
H (3.10, -0.44, -3.12)
C (2.63, 7.00, 0.73)
C (1.82, 5.57, 0.63)
C (2.78, 4.39, 0.18)
C (3.84, 3.92, 1.26)
C (3.05, 3.52, 2.49)
C (2.05, 4.63, 3.03)
N (1.21, 5.17, 1.90)
O (0.31, 6.12, 2.32)
C (1.12, 3.88, 4.01)
C (2.98, 5.56, 3.75)
C (0.66, 5.60, -0.42)
H (3.38, 7.03, 1.52)
H (2.02, 7.89, 0.89)
H (3.02, 7.05, -0.28)
H (2.12, 3.53, 0.04)
H (3.35, 4.62, -0.72)
H (4.43, 4.82, 1.49)
H (4.47, 3.09, 0.93)
H (3.76, 3.14, 3.22)
H (2.43, 2.66, 2.28)
H (0.39, 3.19, 3.57)
H (1.59, 3.18, 4.70)
H (0.61, 4.52, 4.72)
H (2.46, 6.52, 3.80)
H (3.23, 5.18, 4.74)
H (3.85, 5.89, 3.19)
H (0.06, 6.50, -0.29)
H (-0.08, 4.81, -0.25)
H (0.91, 5.72, -1.47)
H (-0.57, 5.74, 2.39)
C (7.30, -0.94, -2.97)
C (7.66, -2.09, -2.04)
C (6.24, -2.56, -1.38)
C (6.50, -3.83, -0.46)
C (7.29, -4.89, -1.24)
C (8.64, -4.42, -1.90)
N (8.30, -3.23, -2.67)
O (9.54, -2.72, -3.24)
C (9.63, -4.15, -0.73)
C (9.13, -5.43, -2.94)
C (8.47, -1.40, -0.83)
H (6.66, -0.20, -2.50)
H (8.22, -0.40, -3.18)
H (6.75, -1.14, -3.89)
H (5.74, -1.77, -0.83)
H (5.52, -2.90, -2.13)
H (7.01, -3.63, 0.48)
H (5.62, -4.40, -0.16)
H (6.68, -5.37, -2.01)
H (7.61, -5.60, -0.49)
H (9.17, -3.85, 0.21)
H (10.43, -3.48, -1.03)
H (10.04, -5.06, -0.30)
H (9.21, -6.47, -2.64)
H (10.08, -5.00, -3.25)
H (8.48, -5.36, -3.82)
H (9.50, -1.23, -1.12)
H (8.14, -0.37, -0.71)
H (8.47, -1.84, 0.17)
H (9.12, -2.38, -4.03)
C (-0.60, 5.06, 7.19)
C (-2.01, 4.55, 7.40)
C (-1.97, 3.50, 8.61)
C (-3.35, 3.16, 9.14)
C (-4.14, 4.39, 9.51)
C (-4.13, 5.66, 8.58)
N (-2.94, 5.70, 7.69)
O (-2.96, 6.60, 6.62)
C (-5.46, 5.64, 7.80)
C (-4.08, 6.94, 9.59)
C (-2.39, 3.73, 6.08)
H (-0.43, 5.69, 6.32)
H (0.19, 4.32, 7.16)
H (-0.31, 5.60, 8.09)
H (-1.52, 2.57, 8.26)
H (-1.45, 3.86, 9.50)
H (-3.34, 2.57, 10.06)
H (-3.81, 2.68, 8.28)
H (-3.96, 4.72, 10.54)
H (-5.15, 4.02, 9.62)
H (-6.31, 5.06, 8.16)
H (-5.80, 6.68, 7.85)
H (-5.30, 5.28, 6.79)
H (-4.06, 7.87, 9.02)
H (-5.08, 6.97, 10.02)
H (-3.20, 6.91, 10.23)
H (-3.47, 3.59, 5.96)
H (-1.99, 2.72, 6.01)
H (-1.99, 4.30, 5.25)
H (-2.41, 7.36, 6.81)
C (-5.25, 4.62, -0.13)
C (-5.35, 3.63, -1.37)
C (-5.07, 2.09, -0.82)
C (-6.32, 1.46, -0.14)
C (-7.51, 1.50, -1.10)
C (-7.86, 3.05, -1.56)
N (-6.64, 3.73, -2.09)
O (-6.80, 4.96, -2.84)
C (-8.81, 3.02, -2.77)
C (-8.65, 3.85, -0.45)
C (-4.11, 3.95, -2.37)
H (-5.97, 4.37, 0.65)
H (-5.44, 5.59, -0.60)
H (-4.27, 4.69, 0.34)
H (-5.02, 1.41, -1.67)
H (-4.19, 1.98, -0.18)
H (-6.45, 1.96, 0.82)
H (-6.26, 0.42, 0.19)
H (-8.42, 0.95, -0.86)
H (-7.22, 1.01, -2.03)
H (-9.10, 4.02, -3.07)
H (-8.39, 2.61, -3.69)
H (-9.74, 2.50, -2.55)
H (-9.69, 3.53, -0.36)
H (-8.27, 3.86, 0.58)
H (-8.77, 4.89, -0.77)
H (-4.10, 3.30, -3.25)
H (-3.11, 4.13, -1.97)
H (-4.30, 4.97, -2.68)
H (-6.91, 4.62, -3.73)
C (0.67, 1.11, 0.19)
C (-0.21, -0.18, 0.17)
C (-0.40, -0.71, -1.34)
C (0.98, -1.26, -1.97)
C (1.51, -2.38, -1.02)
C (1.65, -1.96, 0.51)
N (0.51, -1.19, 1.01)
O (0.53, -0.78, 2.34)
C (1.69, -3.26, 1.39)
C (3.06, -1.21, 0.69)
C (-1.58, 0.10, 0.90)
H (0.38, 1.91, -0.50)
H (1.74, 1.24, 0.05)
H (0.58, 1.54, 1.19)
H (-1.09, -1.56, -1.30)
H (-0.67, 0.13, -1.97)
H (1.66, -0.41, -2.03)
H (0.75, -1.62, -2.98)
H (2.50, -2.59, -1.42)
H (0.77, -3.18, -1.12)
H (0.69, -3.67, 1.55)
H (2.24, -4.13, 1.05)
H (2.15, -2.90, 2.31)
H (3.88, -1.89, 0.47)
H (3.10, -0.39, -0.03)
H (3.10, -0.86, 1.72)
H (-1.37, 0.80, 1.71)
H (-2.35, -0.59, 1.25)
H (-2.08, 0.73, 0.17)
H (-0.25, -1.20, 2.70)